102
Properties=species:S:1:pos:R:3:forces:R:3:lowdin_spin:R:1 method="wB97M-V/def2-TZVPD" lumo_energy_ev="-6.8 / -6.7" total_charge=+2 e_above_lowest_kj_mol=117.2 e_homo_ha="-0.407 / -0.407" multiplicity=2 gap_ev="4.3 / 4.4"
Ti -0.913 -0.650 -3.195 -0.2 0.5 1.6 0.938
N -1.879 0.718 -1.857 -0.7 0.1 0.2 0.005
C -3.283 0.278 -1.641 0.1 -0.1 0.1 0.004
C -3.251 -1.211 -1.332 0.1 0.0 0.0 0.005
N -2.403 -2.025 -2.283 -0.4 -0.1 0.1 0.005
C -1.742 -3.145 -1.520 0.0 0.0 0.0 0.002
C -0.216 -2.980 -1.387 0.0 0.1 -0.1 0.001
N 0.207 -1.592 -1.711 -0.3 -0.5 0.5 -0.008
C -3.257 -2.578 -3.367 0.1 0.1 0.0 0.003
C -3.740 -1.491 -4.310 0.0 0.0 0.0 0.000
N -2.610 -0.567 -4.655 -0.1 -0.2 0.1 -0.002
H -1.359 0.552 -0.969 0.2 0.0 0.1 0.000
H -1.835 1.726 -1.970 0.1 0.0 0.0 0.002
H -3.883 0.544 -2.509 0.0 0.0 0.0 0.000
H -3.732 0.770 -0.777 0.0 0.1 0.0 0.000
H -4.260 -1.626 -1.285 0.0 0.0 0.0 0.000
H -2.806 -1.312 -0.342 0.0 0.0 0.1 0.000
H -1.967 -4.090 -2.014 0.0 0.0 0.0 0.000
H -2.186 -3.197 -0.529 0.0 0.0 0.0 0.000
H 0.311 -3.665 -2.048 0.0 0.0 0.0 0.000
H 0.079 -3.223 -0.368 0.0 0.0 0.0 0.000
H 1.216 -1.531 -1.829 0.0 0.0 0.0 0.000
H 0.015 -1.000 -0.846 0.1 0.0 -0.2 0.000
H -4.114 -3.105 -2.943 0.0 0.0 0.0 0.000
H -2.675 -3.306 -3.930 0.0 0.0 0.0 0.000
H -4.543 -0.910 -3.865 0.0 0.0 0.0 0.000
H -4.144 -1.953 -5.209 -0.1 0.0 0.0 0.000
H -2.966 0.377 -4.788 0.0 0.0 0.0 0.000
H -2.223 -0.835 -5.557 0.0 0.0 0.0 0.000
Se 1.748 2.043 4.567 0.0 0.0 -0.1 0.000
P 0.410 0.435 4.409 0.0 0.1 0.0 0.000
C 1.065 -1.102 5.088 0.0 -0.1 0.0 0.000
C 1.221 -2.259 4.330 0.0 0.0 0.1 0.000
C 1.776 -3.395 4.905 0.0 0.0 0.0 0.000
C 2.166 -3.381 6.235 0.0 0.0 0.0 0.000
C 2.011 -2.227 6.995 0.0 0.0 0.0 0.000
C 1.471 -1.088 6.422 0.1 0.0 0.0 0.000
C -1.185 0.742 5.202 -0.1 0.0 -0.1 0.000
C -1.847 1.921 4.857 0.0 0.0 0.1 0.000
C -3.110 2.176 5.362 0.0 0.0 0.0 0.000
C -3.716 1.260 6.216 0.0 0.0 0.0 0.000
C -3.057 0.092 6.564 0.0 0.0 0.0 0.000
C -1.792 -0.174 6.053 0.0 0.0 0.0 0.000
C -0.085 0.019 2.710 -0.1 -0.1 0.1 0.000
C 0.298 0.431 1.437 0.1 0.2 -0.1 0.000
N -0.531 -0.198 0.572 0.0 -0.1 0.0 0.000
N -1.351 -0.976 1.275 0.0 0.0 0.1 0.000
N -1.105 -0.858 2.554 0.0 0.0 -0.1 0.000
P 1.469 1.597 0.720 -0.1 -0.1 0.2 0.000
Se 1.352 1.461 -1.439 0.0 0.0 -0.3 0.001
C 3.139 1.209 1.233 0.1 0.0 -0.1 0.000
C 3.420 0.071 1.980 0.0 0.1 0.0 0.000
C 4.733 -0.238 2.296 0.0 0.0 0.0 0.000
C 5.763 0.588 1.870 0.0 0.0 0.0 0.000
C 5.487 1.719 1.111 -0.1 0.0 0.0 0.000
C 4.177 2.025 0.778 0.0 0.0 0.0 0.000
C 0.962 3.246 1.232 0.0 0.0 0.0 0.000
C -0.364 3.605 0.992 0.0 0.0 0.0 0.000
C -0.830 4.848 1.386 0.0 0.0 0.0 0.000
C 0.035 5.741 2.010 0.0 0.0 0.0 0.000
C 1.354 5.387 2.243 0.0 0.0 0.0 0.000
C 1.821 4.137 1.862 0.0 0.0 0.0 0.000
H 0.896 -2.281 3.298 0.0 0.0 0.0 0.000
H 1.898 -4.295 4.315 0.0 0.0 0.0 0.000
H 2.593 -4.268 6.684 0.0 0.0 0.0 0.000
H 2.320 -2.214 8.032 0.0 0.0 0.0 0.000
H 1.377 -0.178 7.005 0.0 0.0 0.0 0.000
H -1.355 2.643 4.215 0.0 0.0 0.0 0.000
H -3.622 3.093 5.099 0.0 0.0 0.0 0.000
H -4.702 1.462 6.614 0.0 0.0 0.0 0.000
H -3.527 -0.618 7.232 0.0 0.0 0.0 0.000
H -1.287 -1.093 6.318 0.0 0.0 0.0 0.000
H 2.619 -0.562 2.337 0.0 0.0 0.0 0.000
H 4.950 -1.118 2.887 0.0 0.0 0.0 0.000
H 6.787 0.349 2.126 0.0 0.0 0.0 0.000
H 6.293 2.358 0.775 0.0 0.0 0.0 0.000
H 3.962 2.891 0.163 0.0 0.0 0.0 0.000
H -1.035 2.900 0.513 0.0 0.0 0.0 0.000
H -1.862 5.122 1.214 0.0 0.0 0.0 0.000
H -0.326 6.712 2.322 0.0 0.0 0.0 0.000
H 2.021 6.078 2.740 0.0 0.0 0.0 0.000
H 2.840 3.853 2.081 0.0 0.0 0.0 0.000
C 0.743 3.003 -4.938 0.0 0.0 0.1 0.000
C 1.563 2.482 -5.914 0.1 -0.1 -0.1 0.000
C 1.580 1.106 -6.118 0.2 0.1 -0.1 0.000
C 0.803 0.294 -5.325 -0.1 -0.3 0.0 0.004
N 0.017 0.800 -4.343 0.4 0.5 -1.0 0.007
C -0.013 2.130 -4.178 0.0 0.0 0.1 0.002
C 0.745 -1.190 -5.511 0.0 0.4 0.0 0.005
C 1.349 -1.818 -6.583 0.2 -0.1 -0.1 0.000
C 1.242 -3.194 -6.722 0.1 0.1 -0.1 0.003
C 0.534 -3.909 -5.773 0.0 0.0 0.1 0.000
C -0.053 -3.212 -4.737 0.0 -0.1 0.1 0.007
N 0.029 -1.881 -4.597 0.6 -0.4 -1.0 0.012
H 0.691 4.064 -4.743 0.0 0.0 0.0 0.000
H 2.185 3.130 -6.518 0.0 0.0 0.0 0.000
H 2.216 0.685 -6.882 0.0 0.0 0.0 0.000
H -0.645 2.514 -3.396 0.0 0.0 0.0 0.000
H 1.904 -1.247 -7.311 0.0 0.0 0.0 0.000
H 1.706 -3.697 -7.561 0.0 0.0 0.0 0.000
H 0.431 -4.983 -5.829 0.0 0.0 0.0 0.000
H -0.613 -3.742 -3.980 0.0 0.0 0.0 0.001

---

91
Properties=species:S:1:pos:R:3:forces:R:3:lowdin_spin:R:1 method="wB97M-V/def2-TZVPD" lumo_energy_ev="-1.0 / -1.1" total_charge=0 e_homo_ha="-0.257 / -0.256" multiplicity=6 gap_ev="6.0 / 5.9"
Mn 0.951 -0.010 0.180 -1.7 1.1 0.1 4.638
C 3.452 -4.999 0.415 -0.1 0.1 0.1 -0.001
C 3.844 -4.516 -0.828 0.0 0.1 0.0 0.001
C 3.579 -3.203 -1.184 0.0 0.0 -0.1 -0.001
C 2.892 -2.383 -0.298 -0.3 -0.4 0.5 0.006
C 2.490 -2.865 0.944 0.1 0.0 -0.2 0.004
C 2.782 -4.168 1.307 0.2 -0.1 0.0 0.001
N 2.597 -1.005 -0.571 -0.3 -2.7 2.6 0.029
N 3.117 -0.602 -1.562 2.0 2.6 -3.3 0.032
C 3.076 0.846 -1.687 0.2 -0.5 -0.7 0.006
C 3.867 1.394 -2.669 0.4 -0.1 -0.5 0.002
C 4.068 2.767 -2.665 0.2 -0.2 -0.3 0.001
C 3.489 3.522 -1.668 -0.2 0.1 0.3 0.002
C 2.682 2.872 -0.744 -0.2 0.2 -0.1 0.005
N 2.440 1.569 -0.795 -0.1 -0.2 0.7 0.031
H 3.665 -6.025 0.692 0.0 0.0 0.0 0.000
H 4.367 -5.162 -1.522 0.0 0.0 0.0 0.000
H 3.898 -2.801 -2.134 -0.1 0.0 -0.1 0.000
H 1.967 -2.212 1.623 -0.1 0.2 0.2 0.003
H 2.496 -4.531 2.287 0.0 0.0 -0.1 0.000
H 4.338 0.733 -3.390 -0.1 0.1 0.1 0.000
H 4.698 3.232 -3.414 0.0 0.0 0.0 0.000
H 3.654 4.590 -1.600 0.0 -0.1 0.0 0.000
H 2.209 3.413 0.065 0.0 0.0 0.0 0.001
C 4.077 0.805 2.324 -0.1 0.0 0.0 0.001
C 2.724 0.791 2.984 0.0 0.0 -0.2 0.008
C 2.570 0.935 4.343 0.0 0.0 0.2 0.003
C 1.269 0.883 4.860 -0.1 0.0 0.0 0.005
C 0.184 0.699 4.039 0.1 0.0 0.0 0.001
C 0.388 0.578 2.636 -0.2 0.1 -0.1 0.019
N 1.673 0.627 2.166 -0.2 -0.1 0.3 0.043
N -0.545 0.412 1.667 0.4 0.0 0.6 0.040
Si -2.104 -0.315 1.905 0.2 0.2 0.2 0.007
C -3.137 -0.152 0.385 -0.2 0.0 -0.4 0.000
C -3.185 0.436 3.242 -0.2 0.1 0.4 0.002
C -1.837 -2.104 2.349 0.1 -0.5 0.0 0.000
H 4.875 0.720 3.060 0.0 0.0 0.0 0.000
H 4.217 1.732 1.762 0.0 0.0 0.0 0.000
H 4.158 -0.020 1.612 0.0 0.0 0.0 0.000
H 3.432 1.068 4.989 -0.1 0.0 -0.1 0.000
H 1.117 0.980 5.930 0.0 0.0 -0.1 0.000
H -0.818 0.649 4.440 0.2 0.0 0.0 0.000
H -3.317 0.907 0.158 0.0 -0.1 0.0 0.000
H -4.113 -0.630 0.561 0.2 0.1 0.0 0.000
H -2.681 -0.615 -0.490 0.0 0.0 0.0 0.000
H -3.585 1.405 2.919 0.1 -0.2 0.1 0.000
H -2.702 0.577 4.217 -0.2 0.0 -0.2 0.000
H -4.041 -0.243 3.396 0.2 0.2 0.0 0.000
H -1.048 -2.519 1.708 -0.1 0.0 0.1 0.000
H -2.746 -2.706 2.211 0.2 0.1 0.1 0.000
H -1.519 -2.202 3.395 0.0 0.0 -0.1 0.000
C -0.329 -5.310 0.217 0.0 0.0 0.1 0.000
C -1.108 -4.521 -0.807 0.3 0.1 0.0 0.000
O -0.184 -3.857 -1.714 -0.2 -0.6 0.3 0.002
P -0.388 -2.314 -2.026 -0.1 0.8 -0.1 0.009
O -0.217 -1.499 -0.752 0.2 -0.3 -0.4 0.057
Te 0.869 -1.760 -3.948 0.1 0.0 0.2 0.007
O -1.957 -2.179 -2.350 -0.2 -0.2 -0.2 0.002
C -2.575 -2.826 -3.490 0.1 0.2 0.3 0.001
C -3.991 -2.315 -3.590 -0.1 0.1 0.0 0.000
H -1.014 -5.949 0.784 0.1 0.1 0.0 0.000
H 0.192 -4.645 0.910 -0.1 -0.1 -0.1 0.000
H 0.411 -5.942 -0.278 0.0 0.0 0.0 0.000
H -1.752 -3.789 -0.325 0.0 0.1 0.0 0.000
H -1.730 -5.179 -1.407 -0.1 -0.1 -0.2 0.000
H -2.560 -3.907 -3.353 0.1 -0.1 0.1 0.000
H -2.009 -2.596 -4.388 0.2 0.1 -0.1 0.000
H -4.504 -2.429 -2.634 0.0 0.0 -0.1 0.000
H -4.538 -2.877 -4.352 0.0 0.1 0.0 0.000
H -4.001 -1.256 -3.860 0.0 -0.1 0.0 0.000
C -2.450 3.693 1.731 0.0 -0.2 0.3 0.000
Ge -2.345 4.291 -0.111 -0.1 0.2 0.1 0.000
C -3.871 3.738 -1.168 -0.3 -0.1 -0.2 0.000
C -2.207 6.232 -0.132 0.0 0.3 0.0 0.000
C -0.669 3.618 -0.840 0.3 -0.1 0.0 0.002
Se -0.780 1.828 -1.599 -0.1 -0.3 0.0 0.022
C 0.014 2.254 -3.312 0.1 0.1 0.0 0.003
H -3.490 3.605 2.059 0.1 0.0 0.0 0.000
H -1.942 4.416 2.377 0.0 -0.1 0.0 0.000
H -1.959 2.720 1.844 -0.1 0.1 0.0 0.000
H -4.769 3.756 -0.544 0.1 0.0 -0.1 0.000
H -3.732 2.727 -1.560 -0.1 0.1 0.0 0.000
H -4.016 4.427 -2.007 0.0 -0.1 0.1 0.000
H -3.110 6.684 0.291 0.1 0.0 -0.1 0.000
H -2.082 6.601 -1.155 0.0 0.0 0.1 0.000
H -1.349 6.556 0.464 -0.1 0.0 -0.1 0.000
H 0.058 3.610 -0.027 0.0 0.0 0.0 0.000
H -0.295 4.274 -1.626 0.0 0.0 0.0 0.000
H -0.540 3.079 -3.758 0.0 0.0 0.0 0.001
H -0.065 1.365 -3.932 0.0 0.0 0.0 0.000
H 1.064 2.522 -3.183 -0.1 0.0 -0.1 0.000

---

no.,total energy (eV)
1,-230088.25457
2,-222092.41653